Record 1
DFT (the ωB97M-V functional and the def2-TZVPD basis) results for C14H15N3O in the gas phase.

Summary:
- Kohn-Sham gap (eV) = 9.62
- total energy (eV) = -21278.069
- energy relative to the best compared isomer or geometry (same formula, charge and spin) (eV) = 1.125
- SMILES = C/C(=N/Oc1nc(C)cc(C)n1)c1ccccc1

```
33
Properties=species:S:1:pos:R:3:nbo_charge:R:1
O 0.031 -2.433 0.684 -0.347
N -1.244 -2.614 0.152 -0.119
N 1.960 -1.349 0.900 -0.496
N 0.492 -0.802 -0.874 -0.539
C -3.383 -1.962 -0.539 -0.643
C 2.819 -0.437 0.473 0.288
C -1.224 0.051 1.674 -0.201
C 0.953 0.867 -2.538 -0.645
C -2.101 0.816 -0.428 -0.143
C 4.081 -0.278 1.256 -0.651
C 2.546 0.343 -0.649 -0.355
C 0.835 -1.481 0.208 0.682
C -1.817 2.120 -0.068 -0.220
C 1.348 0.116 -1.310 0.290
C -2.044 -1.635 0.040 0.268
C -1.790 -0.235 0.432 -0.111
C -0.951 1.358 2.032 -0.204
C -1.237 2.394 1.160 -0.211
H -0.096 1.144 -2.475 0.231
H 4.122 -1.034 2.033 0.238
H -0.507 1.566 2.995 0.217
H -2.049 2.927 -0.748 0.213
H -4.172 -1.559 0.093 0.224
H -2.536 0.606 -1.393 0.207
H -1.003 -0.754 2.360 0.231
H -1.012 3.413 1.436 0.215
H -3.476 -1.515 -1.527 0.224
H 3.242 1.092 -0.990 0.217
H 4.945 -0.376 0.602 0.224
H 4.113 0.710 1.712 0.226
H 1.565 1.755 -2.664 0.215
H 1.076 0.225 -3.409 0.233
H -3.488 -3.039 -0.628 0.242
```

Record 2
DFT (the ωB97M-V functional and the def2-TZVPD basis) results for C14H15N3O2 in the gas phase.

Summary:
- Kohn-Sham gap (eV) = 7.21
- total energy (eV) = -23324.726
- energy relative to the best compared isomer or geometry (same formula, charge and spin) (eV) = 2.817
- SMILES = O=C1CCC(=O)N1CNC1=Cc2ccccc2NC1

```
34
Properties=species:S:1:pos:R:3:nbo_charge:R:1
O 1.215 1.836 -3.291 -0.582
O 3.522 -1.039 -0.858 -0.574
N 0.213 1.236 -0.520 -0.622
N -0.549 -0.850 2.541 -0.599
N 2.091 0.609 -1.766 -0.468
C 2.095 1.092 -3.002 0.675
C -4.162 -1.552 3.299 -0.221
C -3.969 -0.242 1.229 -0.211
C -2.736 -1.472 3.410 -0.246
C 1.654 1.340 -0.552 -0.041
C 4.033 -0.211 -3.007 -0.484
C -0.472 0.468 0.459 0.207
C 3.227 0.721 -3.949 -0.488
C -4.775 -0.914 2.231 -0.240
C -1.807 0.456 0.382 -0.304
C -1.953 -0.758 2.460 0.160
C -2.631 -0.187 1.390 -0.036
C 3.014 -0.440 -1.861 0.664
C 0.326 -0.196 1.606 -0.260
H 0.994 -1.011 1.157 0.213
H -4.375 0.180 0.336 0.206
H -5.818 -0.976 1.980 0.207
H 1.943 2.406 -0.532 0.216
H -0.199 -1.010 3.468 0.389
H -0.280 1.538 -1.346 0.415
H -4.783 -2.172 3.926 0.215
H 4.972 0.245 -2.563 0.249
H -2.203 -2.058 4.140 0.199
H -2.277 1.008 -0.460 0.201
H 0.803 0.567 2.172 0.196
H 3.744 1.571 -4.317 0.247
H 2.779 0.091 -4.915 0.239
H 2.069 0.826 0.324 0.238
H 4.296 -1.101 -3.570 0.241
```

Record 3
DFT (the ωB97M-V functional and the def2-TZVPD basis) results for a 2-piece molecular cluster, C14H15N4O9 overall.

Summary:
- net charge = -1
- Kohn-Sham gap (eV) = 5.28
- total energy (eV) = -39143.145
- energy relative to the best compared isomer or geometry (same formula, charge and spin) (eV) = 0.000

```
42
Properties=species:S:1:pos:R:3:nbo_charge:R:1
O -3.277 0.680 1.215 -0.705
O -2.898 -1.486 0.879 -0.512
O 3.769 1.214 0.514 -0.336
O 0.389 -1.166 -3.213 -0.336
O 0.326 0.562 -4.726 -0.165
O 1.034 -1.280 0.623 -0.526
O 0.880 1.346 1.157 -0.713
O -0.645 -2.209 1.771 -0.656
O 3.758 3.403 0.349 -0.412
N 1.905 3.293 -3.218 -0.431
N 0.773 1.899 -4.792 -0.130
N 0.631 0.005 -3.436 0.429
N 3.358 2.259 -0.006 0.513
C 2.424 2.194 -1.093 -0.021
C 1.330 2.144 -3.577 0.291
C -2.451 -0.213 0.990 0.794
C -0.354 1.247 1.072 0.552
C 3.210 -2.071 1.112 -0.626
C -1.169 2.494 1.250 -0.728
C 1.764 -2.435 1.106 -0.077
C -4.311 -1.589 1.180 -0.065
C 2.426 3.304 -1.993 0.109
C -0.224 -1.275 1.093 0.795
C 1.223 1.018 -2.689 -0.055
C 1.643 1.067 -1.379 -0.050
C -4.698 -3.047 1.227 -0.621
C -0.997 -0.026 0.832 -0.551
H 3.423 -1.450 1.985 0.215
H 2.891 4.230 -1.639 0.232
H -4.252 -3.550 2.091 0.209
H 1.446 0.223 -0.731 0.321
H 3.850 -2.950 1.175 0.197
H 1.400 -2.658 2.112 0.211
H -4.872 -1.059 0.398 0.177
H 3.469 -1.493 0.226 0.216
H -0.995 3.196 0.423 0.207
H -0.799 2.969 2.167 0.215
H 1.530 -3.268 0.432 0.172
H -4.400 -3.571 0.312 0.208
H -2.232 2.270 1.314 0.268
H -4.489 -1.113 2.153 0.188
H -5.787 -3.104 1.330 0.196
```

Record 4
DFT (the ωB97M-V functional and the def2-TZVPD basis) results for C14H15N5O6PdS2 as an isolated structure.

Summary:
- net charge = -2
- Kohn-Sham gap (alpha / beta) (eV) = 5.51 / 5.51
- total energy (eV) = -59643.770
- energy relative to the best compared isomer or geometry (same formula, charge and spin) (eV) = 4.149

```
43
Properties=species:S:1:pos:R:3:nbo_charge:R:1
Pd -0.170 0.109 0.310 1.172
S -0.436 2.806 0.062 2.299
S -2.759 -0.558 0.308 -0.434
O 1.924 -0.735 0.718 -0.724
O 3.595 -2.191 0.652 -0.721
O 0.163 1.222 -3.920 -0.717
O 0.758 0.624 -1.854 -0.665
O 0.582 3.490 -0.701 -0.966
O -0.058 2.244 1.351 -0.970
N -0.412 -0.731 2.348 -0.550
N -0.390 -1.777 -1.118 -0.826
N -0.737 0.263 6.837 -0.537
N -1.339 1.754 -0.706 -0.937
N 0.148 -0.049 4.598 -0.658
C -3.927 4.539 1.121 -0.246
C 1.444 -2.977 -0.027 -0.534
C -2.751 6.123 -0.236 -0.236
C 0.810 -2.560 -1.352 -0.221
C -0.394 0.106 5.739 0.465
C -5.110 6.656 0.435 -0.621
C -1.660 5.272 -0.273 -0.196
C -3.903 5.759 0.447 -0.033
C 0.018 1.166 -2.699 0.766
C -0.192 -0.330 3.427 0.614
C -1.305 1.809 -2.124 -0.365
C -2.835 3.692 1.091 -0.105
C -1.700 4.058 0.388 -0.322
C 2.419 -1.865 0.499 0.790
H 0.566 -3.456 -1.955 0.150
H -4.819 4.238 1.653 0.200
H -5.806 6.346 -0.346 0.209
H -2.721 7.065 -0.768 0.193
H -2.155 1.241 -2.522 0.215
H -4.832 7.690 0.239 0.203
H 1.506 -1.936 -1.919 0.220
H 2.014 -3.901 -0.142 0.204
H -5.631 6.608 1.389 0.207
H -2.846 2.734 1.586 0.238
H -0.697 -1.302 -1.963 0.389
H -1.155 -2.334 -0.737 0.394
H 0.662 -3.119 0.723 0.212
H -0.764 5.516 -0.818 0.236
H -1.359 2.848 -2.475 0.204
```

Record 5
DFT (the ωB97M-V functional and the def2-TZVPD basis) results for C14H15NO2Pd as an isolated structure.

Summary:
- <S²> = 6.020
- spin multiplicity = 5
- Kohn-Sham gap (alpha / beta) (eV) = 7.87 / 5.55
- total energy (eV) = -23817.722

```
33
Properties=species:S:1:pos:R:3:lowdin_spin:R:1
Pd 1.709 0.222 -1.714 0.769
O 0.614 0.027 1.216 0.056
O -0.817 0.578 -0.449 0.048
N 3.289 0.398 1.581 1.869
C -1.357 1.062 3.085 0.000
C 1.670 -1.900 -2.643 0.174
C -2.410 1.325 3.989 0.000
C 0.883 -2.309 -1.529 0.278
C -3.748 1.137 3.580 0.000
C 2.926 -1.654 -0.680 0.146
C -4.007 0.669 2.281 0.000
C -1.629 0.640 1.770 0.006
C 1.620 -2.121 -0.345 0.213
C 1.123 1.573 -2.773 0.067
C -2.959 0.430 1.397 0.000
C -0.506 0.403 0.763 0.003
C 2.976 -1.482 -2.136 0.155
C 0.202 0.633 -3.249 0.070
H -0.858 0.729 -3.005 0.003
H -2.184 1.678 5.012 0.000
H -5.035 0.503 1.977 0.000
H 1.435 -2.013 -3.697 0.003
H -0.316 1.184 3.418 0.000
H 0.731 2.430 -2.179 0.013
H 3.806 -1.620 -0.035 0.015
H 2.914 0.840 0.698 0.067
H 1.313 -2.397 0.650 0.005
H 2.105 1.698 -3.268 0.021
H -4.559 1.364 4.283 0.000
H -3.158 0.081 0.396 0.000
H -0.085 -2.775 -1.600 0.010
H 3.868 -1.270 -2.732 0.008
H 0.446 -0.063 -4.060 0.000
```

Record 6
DFT (the ωB97M-V functional and the def2-TZVPD basis) results for a 2-piece molecular cluster, C14H16 overall.

Summary:
- Kohn-Sham gap (eV) = 9.75
- total energy (eV) = -14777.380
- energy relative to the best compared isomer or geometry (same formula, charge and spin) (eV) = 0.386
- SMILES = Cc1ccccc1.Cc1ccccc1

```
30
Properties=species:S:1:pos:R:3:nbo_charge:R:1
C 1.348 1.817 -2.396 -0.018
C 2.153 2.569 -1.523 -0.218
C -0.761 -3.071 0.526 -0.188
C 0.365 0.705 -0.478 -0.218
C -1.930 -1.382 1.786 0.000
C -3.138 -0.546 2.177 -0.635
C -0.730 -1.099 2.487 -0.235
C 0.455 0.867 -1.860 -0.210
C 0.409 -1.817 2.213 -0.190
C -1.949 -2.365 0.815 -0.237
C 1.458 2.013 -3.873 -0.633
C 1.168 1.461 0.377 -0.169
C 2.059 2.383 -0.142 -0.223
C 0.423 -2.811 1.227 -0.228
H 2.560 2.149 -4.164 0.216
H 1.061 1.254 1.426 0.200
H -2.803 -2.604 0.273 0.210
H 2.690 2.962 0.489 0.207
H 1.309 -3.328 1.004 0.213
H -3.375 -0.811 3.246 0.219
H -2.879 0.566 2.231 0.221
H -0.693 -0.320 3.278 0.215
H 0.829 2.828 -4.262 0.223
H -4.029 -0.675 1.607 0.219
H -0.136 0.303 -2.535 0.204
H -0.802 -3.836 -0.238 0.210
H -0.362 0.026 -0.090 0.218
H 1.331 -1.616 2.720 0.210
H 1.130 1.115 -4.415 0.214
H 2.837 3.263 -1.906 0.204
```

Max |F| per entry: 1.34 8.17 3.10 3.09 7.28 2.52 eV/Å